## 1
{"formula": "C4H6O2", "method": "ωB97M-V/def2-TZVPD", "elements": ["O", "O", "C", "C", "C", "C", "H", "H", "H", "H", "H", "H"], "coordinates": [[0.8861, -0.9090, -0.4393], [0.5659, -0.4830, -3.0715], [-0.8820, 0.9734, 0.3417], [0.4531, 0.2401, 0.3602], [-0.1987, -0.1258, -2.3105], [0.5465, -1.1094, 0.9061], [-0.9713, 1.4194, 1.3452], [-1.7486, 0.3213, 0.1978], [-0.9416, 1.7952, -0.3788], [-0.3862, -1.6618, 1.0186], [1.3492, -1.3727, 1.5833], [1.3005, 0.9133, 0.4595]], "lumo_ev": 1.11, "homo_ev": -10.39}

---

## 2
{"formula": "C4H6O2", "method": "ωB97M-V/def2-TZVPD", "elements": ["O", "O", "C", "C", "C", "C", "H", "H", "H", "H", "H", "H"], "coordinates": [[0.1286, -0.4096, -1.7157], [0.5631, 0.5895, 1.5142], [-0.7596, 0.0364, 1.4588], [-0.2146, 0.7701, -0.9709], [0.1283, 0.0256, 0.3115], [0.8425, -0.9583, -0.5955], [1.9084, -0.6967, -0.6597], [-1.5373, 0.7910, 1.3396], [-0.9796, -0.7942, 2.1260], [-1.2585, 1.0713, -1.1261], [0.4508, 1.6160, -1.1826], [0.7277, -2.0412, -0.4995]], "lumo_ev": 0.98, "homo_ev": -9.96, "smiles": "C1OCC12CO2"}

---

## 3
{"formula": "C4H6O2", "method": "ωB97M-V/def2-TZVPD", "elements": ["O", "O", "C", "C", "C", "C", "H", "H", "H", "H", "H", "H"], "coordinates": [[0.3331, -0.5158, 1.9344], [1.5921, 2.1418, -0.5754], [0.4103, 0.1197, -0.4957], [0.2830, -0.9256, 0.7600], [-1.0314, -0.6944, -0.1051], [0.6906, 1.5138, -0.0746], [-1.3261, -1.4592, -0.8165], [-0.8480, 0.2467, -0.8877], [-1.7802, -0.2226, 0.5233], [0.7586, -1.8606, 0.4137], [0.8541, -0.2454, -1.4162], [0.0738, 1.9018, 0.7551]], "lumo_ev": 0.29, "homo_ev": -8.53}

---

## 4
{"formula": "C4H6O2", "method": "ωB97M-V/def2-TZVPD", "elements": ["O", "O", "C", "C", "C", "C", "H", "H", "H", "H", "H", "H"], "coordinates": [[-0.7737, 2.2768, 0.7443], [-0.8504, 0.5752, -1.6207], [-0.2282, 0.1410, -0.4640], [0.9529, -0.7053, -0.2928], [-0.3756, -1.1678, 0.2866], [-0.0443, 1.3347, 0.6512], [1.6208, -0.1273, 0.5624], [-0.4929, -1.0372, 1.3635], [1.5620, -1.2338, -1.0260], [-0.9072, -2.0452, -0.0981], [1.2078, 0.8696, 1.2237], [-1.6097, 1.1055, -1.3263]], "lumo_ev": 0.89, "homo_ev": -9.66}

---

Most stable: 1

---

## 1
{"formula": "C2H8OS2", "method": "ωB97M-V/def2-TZVPD", "elements": ["S", "S", "O", "C", "C", "H", "H", "H", "H", "H", "H", "H", "H"], "coordinates": [[2.8401, -1.1890, -0.7881], [1.2854, -2.2418, 0.1635], [-1.7278, 2.1474, 0.8272], [-4.0401, 1.9513, 0.0750], [-2.7952, 2.8257, 0.1948], [-4.7297, 2.2927, -0.6962], [-3.0848, 3.7229, 0.7586], [2.0997, -3.2232, 0.5632], [-3.7164, 0.9798, -0.2851], [3.6079, -1.1116, 0.3031], [-4.5997, 1.8973, 1.0145], [-2.0895, 1.2911, 1.1010], [-2.5135, 3.1378, -0.8047]], "lumo_ev": 0.25, "homo_ev": -9.06, "smiles": "CCO.SS"}

---

## 2
{"formula": "C2H8OS2", "method": "ωB97M-V/def2-TZVPD", "elements": ["S", "S", "O", "C", "C", "H", "H", "H", "H", "H", "H", "H", "H"], "coordinates": [[-1.6157, 0.3226, 1.2379], [1.4716, 0.1648, -1.2156], [-0.5043, -2.1896, -0.3312], [-1.5475, 1.0797, -0.3445], [1.8099, 0.0578, 0.5442], [-1.2996, 0.3304, -1.1161], [0.1733, -1.6421, -0.7926], [0.9218, -0.4293, 1.0304], [-2.4741, 1.5608, -0.5521], [2.0231, 1.0285, 1.0238], [-0.9751, -1.5167, 0.2593], [-0.7180, 1.8302, -0.4096], [2.7344, -0.5972, 0.6660]], "lumo_ev": -4.32, "homo_ev": -8.79}

---

Most stable: 1